Arrangement A

Molecular formula: C4H8N2O2
Method: DFT, ωB97M-V/def2-TZVPD

E_HOMO	-8.2	eV
SMILES	C1=N\NCCOCO/1

Cartesian coordinates (Å):
C (-0.98787, 1.35035, 0.03224)
N (-1.80367, 0.36765, -0.36832)
N (-1.25650, -0.92624, -0.28122)
C (-0.35883, -1.31280, 0.67510)
C (0.93663, -1.43214, 0.01367)
O (1.38055, -0.29309, -0.75651)
C (1.44357, 0.80746, 0.17669)
O (0.32377, 1.66258, 0.18913)
H (-1.44359, 2.47709, 0.41544)
H (-2.19000, -1.52851, -0.30298)
H (-0.26593, -0.55449, 1.48904)
H (-0.88402, -2.14602, 1.14874)
H (1.80042, -1.61829, 0.68616)
H (0.73803, -2.09081, -0.84904)
H (2.39190, 1.58419, -0.08653)
H (1.43882, 0.35376, 1.19873)

***

Arrangement B

Molecular formula: C4H8N2O2
Method: DFT, ωB97M-V/def2-TZVPD

E_HOMO	-8.2	eV

Cartesian coordinates (Å):
C (1.46574, 0.64081, 1.26432)
C (-1.05869, 0.37499, 0.43114)
C (0.66878, -0.74697, -0.69249)
C (0.50754, 0.06537, 0.28702)
N (1.14254, -1.55309, -1.59052)
N (-1.54710, -0.45312, -0.75582)
O (-1.18560, 1.76698, 0.01004)
O (-1.53103, 0.07616, 1.56089)
H (-1.62578, 2.17877, 0.76484)
H (1.01765, -2.55297, -1.49626)
H (1.34934, -1.21706, -2.52197)
H (-2.21439, -1.12907, -0.39465)
H (-2.01872, 0.14160, -1.43125)
H (1.04249, 0.47812, 2.25839)
H (1.52234, 1.71934, 1.10045)
H (2.46487, 0.21013, 1.20588)

***

Quick ranking, most stable first: arrangement B, arrangement A.

***

Arrangement A

Molecular formula: C4H7NO
Method: DFT, ωB97M-V/def2-TZVPD

E_HOMO	-8.7	eV
SMILES	CC=C=O.C=N

Cartesian coordinates (Å):
C (-2.18480, 0.09055, 0.24982)
C (-0.68811, -0.06222, 0.25124)
C (-0.04617, 0.84131, -0.45960)
O (0.33402, 1.72711, -1.12217)
H (-2.66646, -0.88932, 0.20716)
H (-2.48740, 0.65154, -0.63955)
H (-2.53694, 0.62866, 1.13473)
H (-0.18713, -0.81879, 0.83800)
C (2.28393, -0.10263, 0.00257)
N (1.85267, -0.96512, -0.82227)
H (2.73340, 0.81208, -0.39173)
H (2.19692, -0.16609, 1.09723)
H (1.39608, -1.74709, -0.34545)

***

Arrangement B

Molecular formula: C4H7NO
Method: DFT, ωB97M-V/def2-TZVPD

E_HOMO	-9.7	eV
SMILES	CC1(C)N=C1O

Cartesian coordinates (Å):
C (-0.89578, -1.12304, -0.35141)
C (-0.00944, 0.09528, -0.19663)
C (1.39266, -0.00917, -0.75055)
N (-0.72904, 1.48578, -0.27603)
C (-0.31985, 1.03865, 0.82145)
O (-0.27846, 1.24099, 2.13344)
H (-0.45999, -1.97510, 0.18340)
H (-1.88815, -0.93303, 0.07035)
H (-1.01692, -1.40712, -1.40196)
H (2.02945, 0.79115, -0.36372)
H (1.39626, 0.04536, -1.84327)
H (1.83738, -0.96678, -0.45776)
H (-1.05811, 1.71704, 2.43270)

***

Arrangement C

Molecular formula: C4H7NO
Method: DFT, ωB97M-V/def2-TZVPD

E_HOMO	-8.8	eV
SMILES	N=C=CCCO

Cartesian coordinates (Å):
N (0.63733, 0.48874, 2.17861)
C (1.13064, 0.45264, 1.05041)
C (1.39817, 0.36241, -0.22555)
C (0.40623, -0.40214, -1.07966)
C (-0.89893, -0.71320, -0.34639)
O (-1.45376, 0.47116, 0.21451)
H (-0.13758, 1.15406, 2.08496)
H (2.19620, 0.94834, -0.66830)
H (0.18905, 0.19907, -1.96916)
H (0.81971, -1.35500, -1.43526)
H (-1.61631, -1.14870, -1.05245)
H (-0.69951, -1.45036, 0.44331)
H (-2.04381, 0.20787, 0.92610)

***

Arrangement D

Molecular formula: C4H7NO
Method: DFT, ωB97M-V/def2-TZVPD

E_HOMO	-7.8	eV

Cartesian coordinates (Å):
O (-1.42955, 1.35559, 0.09944)
C (-0.58151, -0.19321, -0.97602)
C (0.87988, -0.09164, -0.81328)
C (0.80726, 0.07803, 0.69553)
C (0.79580, -1.12606, 1.43915)
N (0.72116, -2.14978, 1.99220)
H (-2.30065, 1.11591, 0.45591)
H (-1.13659, 0.28607, -1.77500)
H (-1.04987, -1.05981, -0.51545)
H (1.27499, 0.79911, -1.30712)
H (1.42500, -0.97405, -1.17780)
H (-0.73692, 1.03046, 0.76130)
H (1.33099, 0.92938, 1.12114)

***

Quick ranking, most stable first: arrangement B, arrangement C, arrangement A, arrangement D.